No. 1
ORCA calculation (the ωB97M-V functional and the def2-TZVPD basis) on a structure of composition C26H22Br2N6O6S2Ta.

E_tot	-211855.652	eV
LUMO energy (spin up / spin down)	-0.42 / -0.42	eV
HOMO-LUMO gap (spin up / spin down)	6.04 / 7.46	eV
multiplicity	2
energy relative to the best compared isomer or geometry (same formula, charge and spin)	91.3	kJ/mol

Last column: Mulliken spin population.
Atoms and positions in Å:
Ta: 1.11 0.40 -0.49  0.67
C: 3.96 3.37 -1.99  0.00
C: 2.67 2.66 -1.74  -0.02
O: 2.25 2.41 -0.61  0.02
C: 1.96 2.04 -2.91  0.07
C: 0.47 2.23 -2.86  0.07
C: -0.30 2.68 -4.05  -0.01
N: -0.04 1.80 -1.76  -0.04
N: -1.41 1.94 -1.53  0.00
C: -1.66 1.39 -0.38  -0.01
O: -0.76 0.79 0.34  0.03
C: -3.03 1.52 0.18  0.02
C: -4.03 0.62 -0.16  0.00
C: -5.29 0.74 0.40  0.00
C: -5.56 1.76 1.30  0.00
C: -4.57 2.67 1.64  0.00
C: -3.31 2.55 1.07  0.00
H: 4.69 2.58 -2.17  0.00
H: 3.91 3.99 -2.88  0.00
H: 4.26 3.94 -1.12  0.00
H: 2.39 2.29 -3.87  0.00
H: 0.31 3.27 -4.73  0.00
H: -0.65 1.78 -4.58  0.01
H: -1.19 3.23 -3.75  0.00
H: -3.81 -0.18 -0.86  0.00
H: -6.07 0.03 0.13  0.00
H: -6.55 1.84 1.75  0.00
H: -4.78 3.47 2.33  0.00
H: -2.53 3.27 1.32  0.00
Br: -0.27 1.94 3.12  0.00
C: 1.37 1.00 3.11  0.00
C: 1.94 0.77 4.36  0.00
C: 3.16 0.13 4.44  0.00
C: 3.77 -0.26 3.26  0.00
C: 3.13 0.00 2.07  0.01
N: 1.94 0.62 1.97  0.04
C: 3.79 -0.42 0.77  0.01
O: 4.89 -0.92 0.77  0.01
O: 3.06 -0.15 -0.26  0.00
H: 1.42 1.12 5.25  0.00
H: 3.62 -0.05 5.40  0.00
H: 4.73 -0.76 3.23  0.00
S: 2.45 -0.57 -3.64  0.02
C: 1.98 0.51 -2.56  0.02
Br: -0.21 -5.82 -4.35  0.00
C: 0.11 -5.20 -2.61  0.00
C: 0.46 -6.09 -1.61  0.01
N: 0.72 -5.72 -0.36  0.00
C: 0.63 -4.42 -0.07  0.01
C: 0.28 -3.46 -1.01  0.02
C: 0.01 -3.85 -2.31  0.01
C: 0.30 -2.03 -0.68  0.04
O: 0.88 -1.60 0.38  0.01
O: -0.02 -1.14 -1.53  -0.02
H: 0.55 -7.15 -1.83  0.00
H: 0.84 -4.13 0.95  0.00
H: -0.25 -3.12 -3.06  0.00
N: -3.31 -1.01 2.68  0.00
C: -2.29 -1.59 2.01  0.00
N: -1.08 -1.51 2.59  0.00
S: -2.53 -2.39 0.55  0.00
H: -3.12 -0.32 3.39  0.00
H: -4.18 -0.94 2.20  0.00
H: -0.94 -0.87 3.36  0.00
H: -0.29 -1.71 2.00  0.00

=====

No. 2
ORCA calculation (the ωB97M-V functional and the def2-TZVPD basis) on a structure of composition C26H22BrCl5GeN3O2Sc.

E_tot	-245740.313	eV
LUMO energy	-1.32	eV
HOMO-LUMO gap	5.69	eV
energy relative to the best compared isomer or geometry (same formula, charge and spin)	1040.6	kJ/mol

Last column: Löwdin charge in e.
Atoms and positions in Å:
Sc: -0.08 -0.19 -0.11  1.03
C: -0.58 0.40 4.30  -0.01
C: -0.04 -0.75 4.83  -0.03
C: 0.34 -1.78 3.98  0.01
C: 0.15 -1.63 2.62  -0.19
N: -0.32 -0.48 2.11  0.04
C: -0.69 0.51 2.92  -0.06
C: 0.42 -2.72 1.64  -0.20
C: 0.71 -4.02 2.04  0.01
C: 0.87 -5.00 1.08  -0.03
C: 0.74 -4.67 -0.26  -0.02
C: 0.46 -3.35 -0.58  -0.09
N: 0.31 -2.40 0.35  0.03
H: -0.90 1.22 4.92  0.12
H: 0.09 -0.86 5.90  0.12
H: 0.76 -2.69 4.39  0.11
H: -1.06 1.40 2.44  0.11
H: 0.78 -4.27 3.09  0.11
H: 1.09 -6.02 1.38  0.12
H: 0.85 -5.41 -1.04  0.12
H: 0.36 -3.04 -1.61  0.10
Cl: 1.22 3.78 0.72  0.62
C: -0.52 3.57 0.58  -0.72
C: -1.00 2.34 0.22  -0.14
C: -2.43 2.22 0.16  -0.51
Cl: -2.87 -0.89 -0.80  1.13
C: -3.28 3.26 0.49  -0.63
Cl: -4.99 2.99 0.48  0.66
C: -2.73 4.50 0.84  -0.71
Cl: -3.78 5.81 1.24  0.65
C: -1.36 4.67 0.88  -0.72
Cl: -0.68 6.22 1.29  0.63
C: 2.51 -1.25 -3.07  -0.22
Ge: 2.53 0.36 -1.94  0.72
C: 4.29 1.20 -2.13  -0.22
C: 1.20 1.64 -2.62  -0.22
C: 2.05 -0.04 -0.08  -0.39
H: 3.06 -1.05 -3.99  0.02
H: 1.49 -1.54 -3.34  -0.01
H: 2.99 -2.09 -2.57  0.02
H: 4.44 1.52 -3.16  0.02
H: 5.08 0.50 -1.87  0.02
H: 4.37 2.07 -1.48  0.02
H: 1.31 1.74 -3.70  0.03
H: 1.36 2.62 -2.16  0.01
H: 0.16 1.37 -2.44  -0.01
H: 2.23 0.87 0.51  -0.02
H: 2.66 -0.86 0.30  -0.01
Br: -4.96 -5.22 1.53  0.74
C: -4.35 -3.74 0.52  -0.66
C: -4.96 -3.54 -0.68  -0.20
N: -5.01 -2.41 -1.49  0.05
C: -4.61 -1.24 -1.52  -0.15
C: -2.81 -1.94 0.39  -0.35
C: -3.27 -2.93 1.12  -0.19
C: -1.84 -1.18 -1.86  -0.58
O: -2.78 1.03 -0.23  -0.34
O: -0.86 -1.32 -2.58  -0.02
H: -5.67 -4.30 -0.99  0.09
H: -5.21 -0.40 -1.88  0.11
H: -2.82 -3.25 2.05  0.08

=====

No. 3
ORCA calculation (the ωB97M-V functional and the def2-TZVPD basis) on a structure of composition C26H22BrCl5IrN2O4S.

E_tot	-184806.802	eV
LUMO energy (spin up / spin down)	-3.22 / -6.15	eV
HOMO-LUMO gap (spin up / spin down)	6.87 / 3.93	eV
multiplicity	5
charge	+1
energy relative to the best compared isomer or geometry (same formula, charge and spin)	20.7	kJ/mol

Last column: Mulliken spin population.
Atoms and positions in Å:
Ir: 0.09 -0.63 -0.31  2.81
O: 2.91 -2.33 2.95  0.00
C: 2.98 -1.31 3.74  0.00
C: 3.95 -1.37 4.78  0.00
C: 4.12 -0.30 5.61  0.00
C: 3.33 0.85 5.44  0.00
C: 2.35 0.91 4.44  0.00
C: 2.15 -0.14 3.58  0.02
C: 1.04 -0.18 2.53  -0.02
O: 1.37 -0.94 1.44  0.18
N: 0.69 1.19 2.10  -0.02
N: -0.13 1.25 1.03  0.11
C: -0.70 2.34 0.71  0.05
C: -1.51 2.52 -0.48  0.00
Br: -1.36 1.20 -1.85  0.10
C: -2.31 3.57 -0.72  0.00
C: -2.69 4.62 0.23  0.00
C: -2.80 5.93 -0.22  0.00
C: -3.16 6.95 0.64  0.00
C: -3.44 6.67 1.97  0.00
C: -3.39 5.36 2.43  0.00
C: -3.02 4.34 1.56  0.00
H: 2.32 -2.04 2.15  -0.01
H: 4.54 -2.27 4.87  0.00
H: 4.87 -0.33 6.39  0.00
H: 3.47 1.70 6.10  0.00
H: 1.75 1.81 4.37  0.00
H: 0.16 -0.61 3.06  0.00
H: 0.57 1.90 2.81  0.00
H: -0.54 3.23 1.31  0.00
H: -2.70 3.68 -1.73  0.00
H: -2.57 6.15 -1.26  0.00
H: -3.22 7.97 0.27  0.00
H: -3.75 7.47 2.64  0.00
H: -3.65 5.14 3.45  0.00
H: -3.06 3.32 1.91  0.00
Cl: -4.12 -6.67 0.13  0.03
C: -3.18 -5.32 -0.34  0.12
C: -2.81 -4.36 0.60  -0.05
Cl: -3.31 -4.51 2.23  0.00
C: -2.04 -3.28 0.21  0.03
Cl: -1.61 -2.05 1.34  0.11
C: -1.58 -3.11 -1.12  0.09
O: -0.82 -2.13 -1.49  0.29
C: -2.01 -4.08 -2.06  0.08
Cl: -1.52 -3.86 -3.68  0.02
C: -2.78 -5.16 -1.68  -0.05
Cl: -3.25 -6.32 -2.85  0.00
O: 1.76 0.59 -1.32  0.08
S: 3.13 1.23 -1.35  0.03
C: 4.24 0.01 -2.14  0.00
C: 5.34 -0.33 -1.15  0.00
C: 4.67 -0.34 0.22  -0.01
C: 3.90 0.98 0.29  0.01
H: 4.59 0.42 -3.08  0.00
H: 3.59 -0.85 -2.35  0.00
H: 6.12 0.44 -1.18  0.00
H: 5.81 -1.28 -1.39  0.00
H: 5.39 -0.42 1.04  0.00
H: 3.96 -1.17 0.29  0.00
H: 4.56 1.83 0.45  0.00
H: 3.09 0.99 1.01  0.00

=====

No. 4
ORCA calculation (the ωB97M-V functional and the def2-TZVPD basis) on a structure of composition C26H22BrFeN5O13S.

E_tot	-176654.407	eV
LUMO energy (spin up / spin down)	3.72 / 3.72	eV
HOMO-LUMO gap (spin up / spin down)	6.81 / 6.60	eV
multiplicity	5
charge	-2
energy relative to the best compared isomer or geometry (same formula, charge and spin)	7.6	kJ/mol

Last column: Mulliken spin population.
Atoms and positions in Å:
Fe: 1.58 0.43 -1.50  3.81
O: -1.82 0.15 -4.37  0.00
C: -0.49 0.04 -4.25  0.00
O: 0.09 -1.01 -4.22  0.00
C: 0.19 1.37 -4.20  -0.01
C: -0.35 2.50 -4.80  0.00
C: 0.39 3.67 -4.75  0.00
C: 1.63 3.68 -4.14  -0.01
C: 2.05 2.52 -3.50  0.01
N: 1.34 1.40 -3.52  0.02
C: 3.37 2.45 -2.71  0.00
O: 4.22 3.31 -2.98  0.00
O: 3.43 1.49 -1.89  0.04
H: -2.19 -0.64 -3.93  0.00
H: -1.31 2.45 -5.27  0.00
H: 0.00 4.58 -5.19  0.00
H: 2.25 4.55 -4.08  0.00
O: 2.64 -0.07 2.43  0.01
C: 2.46 0.49 1.35  0.01
O: 2.30 -0.13 0.24  0.05
C: 2.45 2.02 1.34  0.00
C: 3.13 2.62 2.35  0.00
C: 3.17 4.02 2.46  0.00
C: 2.51 4.82 1.55  0.00
C: 1.79 4.24 0.53  0.00
C: 1.70 2.79 0.35  0.01
O: 1.02 2.25 -0.55  0.03
N: 1.12 5.17 -0.36  0.00
O: 1.30 6.38 -0.16  0.00
O: 0.43 4.76 -1.28  0.00
N: 3.91 4.64 3.53  0.00
O: 4.51 3.92 4.32  0.00
O: 3.91 5.86 3.62  0.00
H: 3.63 2.00 3.08  0.00
H: 2.55 5.89 1.63  0.00
C: -0.09 -6.37 2.60  0.00
C: -0.64 -5.77 1.31  0.00
N: -0.16 -4.40 1.16  0.00
C: -0.62 -3.70 0.03  0.00
S: 0.43 -3.26 -1.17  0.00
N: -1.93 -3.41 0.00  0.00
C: -2.83 -3.42 1.14  0.00
C: -4.07 -4.26 0.87  0.00
H: -0.41 -7.41 2.71  0.00
H: -0.45 -5.80 3.46  0.00
H: 1.00 -6.34 2.61  0.00
H: -1.73 -5.77 1.34  0.00
H: -0.34 -6.39 0.45  0.00
H: 0.84 -4.38 1.12  0.00
H: -2.20 -2.83 -0.80  0.00
H: -3.12 -2.39 1.35  0.00
H: -2.28 -3.77 2.01  0.00
H: -4.66 -3.83 0.06  0.00
H: -4.71 -4.29 1.76  0.00
H: -3.81 -5.28 0.59  0.00
Br: -4.98 0.56 2.79  0.00
C: -3.22 0.21 2.13  0.00
C: -2.18 0.09 3.04  0.00
C: -0.91 -0.19 2.55  0.00
C: -0.69 -0.32 1.19  0.02
C: -1.75 -0.19 0.30  0.00
C: -3.03 0.06 0.77  0.00
C: -1.53 -0.38 -1.19  0.00
O: -2.41 -1.03 -1.82  0.01
O: -0.49 0.13 -1.67  0.01
H: -2.36 0.21 4.10  0.00
H: -0.07 -0.29 3.23  0.00
H: 0.30 -0.54 0.81  -0.02
H: -3.86 0.13 0.07  0.00

=====

Number 1: maximum force 0.8 eV Å⁻¹. Number 2: maximum force 4.2 eV Å⁻¹. Number 3: maximum force 3.4 eV Å⁻¹. Number 4: maximum force 0.9 eV Å⁻¹.